# 1
C25H27BMnN9O4S | wB97M-V/def2-TZVPD

Geometry as ORCA input:
```
! wB97M-V def2-TZVPD RIJCOSX def2/J DEFGRID3
* xyz 1 2
Mn -0.639 -1.009 0.723
S 4.290 0.239 1.004
O -1.049 -2.133 3.357
O -1.095 -2.293 -0.608
O 4.491 -4.834 1.086
O 1.135 -1.561 0.699
N -2.548 -0.357 0.899
N 2.915 2.240 0.037
N -0.605 1.687 1.872
N -0.945 -2.056 2.227
N -0.457 0.380 -0.703
N -0.064 0.453 1.955
N -2.811 0.966 0.945
N -0.966 1.620 -0.560
N 3.240 0.584 -1.476
C 1.059 1.803 3.323
C -0.866 2.276 -1.720
C 3.463 1.019 -0.208
C -0.067 0.245 -1.966
C 4.323 -2.881 -2.355
C -4.748 -0.083 1.138
C 4.178 -1.723 -1.601
C 3.012 -0.722 -3.448
C 0.949 0.511 2.819
C 1.541 -2.778 0.434
C -0.287 1.435 -2.656
C 3.305 -4.401 0.657
C 2.771 -3.169 0.978
C 3.502 -0.635 -2.144
C -3.710 -1.000 1.014
C 3.817 -2.976 -3.640
C -4.127 1.153 1.089
C -0.429 -3.316 -0.970
C 2.612 -5.298 -0.196
C 3.165 -1.880 -4.189
C 0.055 2.513 2.692
C 0.825 -3.667 -0.417
C 1.418 -4.926 -0.721
C 5.253 -3.982 1.940
C -1.077 -4.145 -2.038
B -1.650 1.974 0.784
H 3.946 -3.881 -4.216
H 3.061 -6.256 -0.414
H -1.921 -3.598 -2.449
H 2.610 2.841 -0.711
H 0.896 -5.613 -1.371
H -2.034 3.101 0.814
H 4.701 -3.765 2.857
H 1.555 -0.358 3.006
H -0.089 1.648 -3.691
H -5.797 -0.287 1.246
H 4.583 -1.658 -0.608
H 1.770 2.164 4.043
H 4.855 -3.719 -1.922
H 3.302 -2.441 1.570
H 2.729 1.233 -2.057
H 6.156 -4.534 2.178
H 5.507 -3.051 1.429
H -1.228 3.287 -1.807
H 2.518 0.136 -3.893
H -0.369 -4.389 -2.828
H -0.236 3.547 2.765
H 2.784 -1.919 -5.200
H 0.356 -0.687 -2.306
H -1.442 -5.081 -1.613
H 3.176 2.671 0.907
H -3.741 -2.077 0.990
H -4.532 2.149 1.146
*
```

Properties
HOMO level (spin up / spin down)	-10.519 / -10.521	eV

In the natural (NBO) picture, each atom carries the following charge in e:
1. Mn 0.89
2. S -0.27
3. O -0.06
4. O -0.61
5. O -0.47
6. O -0.66
7. N -0.31
8. N -0.80
9. N -0.30
10. N 0.43
11. N -0.28
12. N -0.30
13. N -0.29
14. N -0.29
15. N -0.60
16. C -0.34
17. C 0.02
18. C 0.30
19. C 0.00
20. C -0.19
21. C -0.33
22. C -0.27
23. C -0.28
24. C 0.02
25. C 0.52
26. C -0.35
27. C 0.41
28. C -0.42
29. C 0.23
30. C 0.00
31. C -0.23
32. C 0.04
33. C 0.61
34. C -0.29
35. C -0.18
36. C 0.03
37. C -0.35
38. C -0.10
39. C -0.26
40. C -0.70
41. B 0.52
42. H 0.22
43. H 0.24
44. H 0.25
45. H 0.39
46. H 0.22
47. H -0.01
48. H 0.19
49. H 0.24
50. H 0.25
51. H 0.25
52. H 0.25
53. H 0.25
54. H 0.22
55. H 0.26
56. H 0.39
57. H 0.22
58. H 0.19
59. H 0.24
60. H 0.21
61. H 0.25
62. H 0.23
63. H 0.22
64. H 0.24
65. H 0.25
66. H 0.42
67. H 0.23
68. H 0.24

=====

# 2
C39H36AsGeN4O3S4W | wB97M-V/def2-TZVPD

Geometry as ORCA input:
```
! wB97M-V def2-TZVPD RIJCOSX def2/J DEFGRID3
* xyz 1 1
W -0.782 -0.870 0.977
As 1.881 -1.243 0.847
Ge -1.859 1.451 -1.252
S 0.268 0.214 3.063
S -2.619 -2.435 0.478
S -1.661 -3.530 1.971
S -0.424 -3.071 -3.110
O -0.551 -2.495 2.314
O -1.077 -4.705 1.419
O -2.545 -3.637 3.101
N -2.324 0.513 3.462
N -2.464 -0.532 2.529
N -0.300 -1.467 -0.866
N -0.953 1.702 4.856
C -5.359 -0.847 -1.419
C -2.780 3.097 -0.729
C -4.353 0.029 -1.043
C 3.057 -4.026 -2.052
C -2.850 5.237 0.405
C 0.854 3.566 -3.643
C -2.197 4.049 0.111
C 2.455 -2.419 3.427
C -3.082 -0.572 -2.988
C 2.808 -1.400 2.545
C 2.102 -4.104 0.556
C 3.021 2.360 -0.964
C -5.215 -1.604 -2.575
C 2.394 -5.282 -0.114
C 3.807 -0.497 2.892
C -0.361 -2.167 -1.834
C -1.045 0.934 0.550
C 4.123 -1.650 4.980
C 2.294 -2.884 -0.081
C 4.348 2.135 -1.291
C 2.882 -5.244 -1.411
C 4.938 0.909 -1.007
C -4.105 5.489 -0.132
C 1.261 1.249 -4.120
C 4.463 -0.626 4.109
C 2.276 1.359 -0.354
C -4.039 3.372 -1.268
C 2.861 0.134 -0.074
C 4.200 -0.091 -0.396
C -1.089 0.855 3.840
C -3.197 0.169 -1.816
C -4.080 -1.465 -3.357
C 1.559 2.588 -4.329
C 2.754 -2.844 -1.394
C -0.141 3.205 -2.745
C 0.267 0.887 -3.223
C 3.117 -2.545 4.638
C -0.445 1.861 -2.519
C -4.697 4.558 -0.970
H 3.113 -6.166 -1.929
H -0.691 3.982 -2.227
H 1.711 -4.156 1.562
H 5.241 0.078 4.373
H 2.234 -6.229 0.383
H -2.207 -0.467 -3.621
H -5.672 4.754 -1.396
H -4.488 0.638 -0.152
H -1.202 3.894 0.515
H 4.927 2.913 -1.771
H 3.416 -3.992 -3.072
H -0.026 1.973 5.139
H -2.635 -1.423 3.012
H -4.619 6.413 0.101
H 4.641 -1.753 5.925
H -1.723 1.964 5.449
H 1.655 -3.102 3.186
H 2.553 3.308 -1.194
H 1.072 4.613 -3.812
H -4.516 2.656 -1.929
H 4.667 -1.043 -0.171
H 4.076 0.313 2.228
H 5.975 0.731 -1.260
H -2.376 5.971 1.044
H -3.968 -2.050 -4.260
H -1.042 1.856 1.126
H 0.050 -0.167 -3.089
H -6.252 -0.943 -0.816
H 2.844 -3.343 5.315
H 1.238 1.531 -0.114
H 1.799 0.480 -4.660
H 2.330 2.868 -5.035
H -3.138 0.764 4.003
H 2.868 -1.901 -1.912
H -5.995 -2.294 -2.870
H -3.262 -0.341 1.932
*
```

Properties
ΔE to the lowest compared entry with this formula, charge and spin	4.68	kcal per mole
HOMO level	-11.007	eV

In the Löwdin picture, each atom carries the following charge in e:
1. W 1.07
2. As 1.30
3. Ge 0.98
4. S 0.81
5. S 0.51
6. S 0.19
7. S 0.80
8. O -0.64
9. O -0.31
10. O -0.34
11. N -0.01
12. N -0.11
13. N -0.22
14. N 0.14
15. C -0.09
16. C -0.29
17. C -0.18
18. C -0.08
19. C -0.08
20. C -0.08
21. C -0.13
22. C -0.12
23. C -0.12
24. C -0.41
25. C -0.09
26. C -0.07
27. C -0.07
28. C -0.05
29. C -0.10
30. C -0.93
31. C -0.42
32. C -0.07
33. C -0.35
34. C -0.06
35. C -0.06
36. C -0.06
37. C -0.08
38. C -0.07
39. C -0.07
40. C -0.10
41. C -0.10
42. C -0.37
43. C -0.12
44. C -0.75
45. C -0.32
46. C -0.07
47. C -0.08
48. C -0.13
49. C -0.10
50. C -0.11
51. C -0.06
52. C -0.27
53. C -0.07
54. H 0.11
55. H 0.09
56. H 0.08
57. H 0.11
58. H 0.12
59. H 0.09
60. H 0.11
61. H 0.10
62. H 0.09
63. H 0.11
64. H 0.11
65. H 0.12
66. H 0.08
67. H 0.11
68. H 0.11
69. H 0.13
70. H 0.08
71. H 0.10
72. H 0.11
73. H 0.10
74. H 0.12
75. H 0.10
76. H 0.11
77. H 0.11
78. H 0.11
79. H -0.02
80. H 0.05
81. H 0.11
82. H 0.11
83. H 0.06
84. H 0.11
85. H 0.11
86. H 0.17
87. H 0.10
88. H 0.11
89. H 0.08

=====

# 3
CH5N5O3S | wB97M-V/def2-TZVPD

Geometry as ORCA input:
```
! wB97M-V def2-TZVPD RIJCOSX def2/J DEFGRID3
* xyz 2 1
S -0.676 2.992 -1.961
O 0.618 2.441 -1.572
O -1.363 0.355 0.399
O -1.717 2.202 -1.378
N -0.527 -0.864 0.461
N 1.398 0.073 -0.421
N -3.356 0.379 1.693
N -2.364 0.362 1.166
N 1.384 -2.000 0.562
C 0.821 -0.892 0.155
H 2.437 -0.127 -0.418
H 1.118 1.025 -0.892
H 1.096 -2.378 1.456
H -1.194 -1.635 0.178
H 2.325 -1.932 0.572
*
```

Properties
ΔE to the lowest compared entry with this formula, charge and spin	0.00	kcal per mole
HOMO level	-19.699	eV

In the natural (NBO) picture, each atom carries the following charge in e:
1. S 1.79
2. O -0.88
3. O -0.06
4. O -0.84
5. N -0.30
6. N -0.70
7. N 0.41
8. N 0.36
9. N -0.70
10. C 0.65
11. H 0.44
12. H 0.50
13. H 0.45
14. H 0.46
15. H 0.42

=====

- What is the formula in the third record?
  CH5N5O3S